Entry from the OMol25 dataset: C49H36Cl2N10O2P2SSe3W as an isolated structure in a non-equilibrium geometry (ωB97M-V with the def2-TZVPD basis set).

Structure (XYZ):
```
106
Properties=species:S:1:pos:R:3:lowdin_charge:R:1
W 0.052 -1.100 2.508 1.2322
Cl 4.754 -6.108 3.595 0.6811
C 4.061 -4.558 3.338 -0.7035
C 2.759 -4.466 2.878 -0.0405
C 2.196 -3.218 2.645 -0.2737
N 0.921 -2.998 2.095 -0.0695
C 0.527 -3.913 1.118 -0.4143
O 1.269 -4.768 0.628 0.0733
C -0.842 -3.716 0.652 -0.1898
C -1.395 -4.578 -0.301 0.0121
C -2.680 -4.370 -0.739 -0.0236
C -3.406 -3.313 -0.176 -0.0309
C -2.809 -2.515 0.772 -0.1713
N -1.542 -2.671 1.182 0.0103
C 2.926 -2.035 2.967 -0.2889
C 4.242 -2.148 3.413 -0.0420
C 4.809 -3.401 3.574 -0.7040
Cl 6.458 -3.528 4.059 0.6815
N 2.196 -0.859 2.846 -0.1010
C 2.878 0.360 2.791 -0.4668
O 4.053 0.504 2.488 0.0683
C 2.014 1.478 3.208 -0.1899
C 2.491 2.790 3.222 0.0091
C 1.720 3.777 3.794 -0.0491
C 0.489 3.422 4.359 -0.0571
C 0.061 2.112 4.268 -0.2083
N 0.783 1.144 3.695 -0.0003
H 2.191 -5.358 2.680 0.1187
H -0.788 -5.398 -0.652 0.1242
H -3.119 -5.006 -1.492 0.1136
H -4.431 -3.128 -0.455 0.1078
H -3.370 -1.718 1.248 0.0368
H 4.821 -1.263 3.625 0.1095
H 3.461 2.982 2.788 0.1302
H 2.065 4.800 3.818 0.1164
H -0.133 4.158 4.840 0.1108
H -0.901 1.809 4.666 0.0736
Se -0.331 3.289 -2.950 0.3876
P -1.302 1.464 -2.496 0.5800
C -3.113 1.506 -2.391 -0.3513
C -3.805 0.603 -1.593 -0.0843
C -5.188 0.625 -1.591 -0.0853
C -5.873 1.528 -2.389 -0.0802
C -5.179 2.423 -3.188 -0.0786
C -3.796 2.419 -3.183 -0.1018
C -0.891 0.258 -3.792 -0.3518
C 0.450 -0.038 -4.011 -0.1111
C 0.809 -0.850 -5.070 -0.0793
C -0.166 -1.356 -5.917 -0.0826
C -1.500 -1.054 -5.702 -0.0801
C -1.867 -0.245 -4.641 -0.0722
C -0.684 0.727 -0.991 -0.3917
C -0.256 1.259 0.233 -0.4112
N 0.290 0.215 0.909 -0.2092
N 0.159 -0.895 0.121 -0.1899
N -0.401 -0.585 -1.008 0.0670
P -0.509 2.784 1.188 1.1324
Se -2.059 -0.151 2.931 0.3854
C 0.836 3.830 0.546 -0.4028
C 0.834 5.166 0.943 -0.1398
C 1.839 6.019 0.529 -0.0836
C 2.867 5.536 -0.267 -0.0803
C 2.897 4.200 -0.625 -0.0730
C 1.892 3.341 -0.215 -0.1235
C -2.031 3.412 0.387 -0.3729
C -3.214 2.761 0.739 -0.1228
C -4.424 3.211 0.244 -0.0957
C -4.464 4.307 -0.604 -0.0927
C -3.294 4.976 -0.923 -0.0810
C -2.079 4.545 -0.419 -0.1455
H -3.271 -0.110 -0.982 0.0918
H -5.737 -0.060 -0.963 0.1046
H -6.953 1.539 -2.383 0.1058
H -5.713 3.125 -3.811 0.1095
H -3.231 3.113 -3.790 0.0876
H 1.207 0.374 -3.357 0.1019
H 1.850 -1.078 -5.247 0.1077
H 0.116 -1.985 -6.748 0.1016
H -2.259 -1.443 -6.365 0.1025
H -2.908 -0.006 -4.472 0.1004
H 0.032 5.529 1.573 0.1094
H 1.825 7.057 0.830 0.1030
H 3.647 6.202 -0.601 0.1016
H 3.708 3.820 -1.226 0.1095
H 1.930 2.295 -0.484 0.0957
H -3.185 1.920 1.421 0.0312
H -5.341 2.719 0.533 0.1067
H -5.408 4.649 -1.004 0.1069
H -3.329 5.849 -1.557 0.1086
H -1.175 5.088 -0.658 0.0702
C 1.777 -3.340 -2.271 -0.0261
N 2.897 -3.646 -1.429 -0.1295
C 3.606 -4.817 -1.388 -0.0643
C 4.536 -4.709 -0.412 -0.0710
N 4.378 -3.473 0.155 0.0919
C 3.369 -2.826 -0.467 -0.7705
S 2.885 -1.252 -0.175 0.7254
H 1.894 -3.830 -3.237 0.0967
H 1.723 -2.260 -2.408 0.0451
H 0.852 -3.671 -1.795 0.0778
H 3.394 -5.630 -2.050 0.1187
H 5.288 -5.396 -0.084 0.1147
H 4.898 -3.088 0.927 0.1394
Se 0.156 -1.921 4.971 0.6750
C -1.002 -3.189 4.341 -0.8255
N -1.685 -3.989 3.873 0.0827
```

Computed properties:
- HOMO (alpha / beta) (eV) = -7.0 / -7.0
- net charge = 0
- gap between HOMO and LUMO (alpha / beta) (eV) = 5.29 / 4.75

Entry from the OMol25 dataset: a 5-piece molecular cluster, H11O5 overall in a non-equilibrium geometry (ωB97M-V with the def2-TZVPD basis set).

Structure (XYZ):
```
16
Properties=species:S:1:pos:R:3:lowdin_charge:R:1
O -0.001 -0.567 1.859 -0.0072
H -0.275 -0.542 2.782 0.0957
H 0.921 -0.864 1.997 0.0652
O -2.766 0.616 -1.806 -0.0252
H -3.572 0.531 -1.290 0.0699
H -2.912 0.378 -2.724 0.0701
O 2.026 -2.655 1.607 -0.0485
H 1.589 -3.388 2.063 0.0610
H 2.763 -2.496 2.211 0.0554
O 1.036 1.959 -1.705 0.0868
H 1.794 1.695 -2.239 0.1255
H 1.190 2.820 -1.299 0.1225
O -0.422 0.694 -0.268 0.1103
H -0.359 0.135 0.594 0.0770
H -1.222 0.462 -0.786 0.0801
H 0.210 1.222 -0.997 0.0615
```

Computed properties:
- HOMO (eV) = -15.1
- net charge = +1
- gap between HOMO and LUMO (eV) = 12.19

Entry from the OMol25 dataset: C25H29Cl2F4MoN6O6Se as an isolated structure in a non-equilibrium geometry (ωB97M-V with the def2-TZVPD basis set).

Structure (XYZ):
```
74
Properties=species:S:1:pos:R:3:lowdin_charge:R:1
Mo -0.162 -0.241 -0.127 1.5704
C 0.033 3.783 1.167 -0.0161
C -0.334 2.319 0.940 -0.3630
N 0.824 1.386 0.918 -0.2331
C 2.083 1.964 0.367 -0.2240
C 2.076 2.450 -1.075 -0.0585
C 1.149 0.824 2.238 -0.1728
C -0.036 0.090 2.848 -0.2128
N -0.900 -0.500 1.810 -0.1492
C -2.086 -0.994 2.285 -0.1726
C -3.114 -1.388 1.397 -0.1915
F -2.875 -1.342 0.079 0.0082
C -4.379 -1.764 1.781 -0.2321
F -5.271 -2.078 0.830 0.0893
C -4.755 -1.819 3.107 0.0538
C -3.770 -1.497 4.015 -0.2307
F -4.046 -1.564 5.326 0.0853
C -2.493 -1.127 3.642 -0.1397
F -1.632 -0.950 4.669 0.0598
H -0.859 4.353 1.425 0.0706
H 0.721 3.859 2.011 0.0856
H 0.496 4.240 0.294 0.0734
H -0.975 2.018 1.767 0.1172
H -0.488 2.262 -1.086 0.1041
H 2.417 2.773 1.027 0.1171
H 2.819 1.163 0.420 0.0453
H 1.536 3.387 -1.235 0.0607
H 3.114 2.618 -1.363 0.0812
H 1.690 1.691 -1.746 0.0601
H 1.979 0.137 2.070 0.0944
H 1.486 1.607 2.930 0.1305
H 0.355 -0.681 3.513 0.1228
H -0.614 0.785 3.466 0.1114
H -5.751 -2.101 3.410 0.1299
O 0.463 -0.337 -4.103 0.0594
C 0.827 -0.532 -2.961 -0.6114
O 0.188 0.028 -1.903 -0.3595
C 1.972 -1.307 -2.515 -0.1183
C 2.112 -1.731 -1.127 -0.3272
C 3.320 -2.430 -0.624 -0.3127
C 4.570 -2.032 -1.357 -0.4933
C 4.307 -1.897 -2.819 -0.2468
C 3.076 -1.497 -3.322 0.0513
N 5.394 -2.045 -3.692 -0.3970
O 5.227 -1.910 -4.914 -0.0151
O 6.514 -2.264 -3.208 -0.0181
N 3.290 -3.763 -0.074 -0.3009
O 4.340 -4.300 0.218 0.0836
O 2.200 -4.316 0.143 0.0058
H 1.110 -2.747 0.375 0.0634
H 5.396 -2.701 -1.159 0.0806
H 2.990 -1.263 -4.374 0.1312
Cl -1.087 -2.653 -1.915 0.6754
C -1.070 -4.208 -1.063 -0.9697
Cl -0.382 -5.481 -2.075 0.5410
H -2.093 -4.472 -0.823 0.0259
H -0.458 -4.121 -0.174 0.0085
Se 5.173 -0.238 -0.666 0.7258
C 2.633 -1.252 0.181 -0.0719
N 1.223 -1.792 0.043 -0.1108
C -2.461 3.908 -1.002 -0.0360
C -2.436 2.439 -0.556 -0.5934
C -2.961 1.568 -1.699 -0.0362
C -3.301 2.246 0.685 -0.0196
N -1.053 1.972 -0.291 -0.0221
H -3.437 4.154 -1.421 0.0857
H -1.710 4.086 -1.775 0.0902
H -2.273 4.590 -0.173 0.0649
H -3.991 1.835 -1.944 0.0881
H -2.928 0.517 -1.413 0.0601
H -2.349 1.689 -2.595 0.0943
H -4.340 2.465 0.441 0.0943
H -2.996 2.915 1.493 0.0828
H -3.240 1.214 1.038 0.0725
```

Computed properties:
- <S²> = 2.49
- HOMO (alpha / beta) (eV) = -3.8 / -3.8
- net charge = -1
- spin multiplicity = 3
- gap between HOMO and LUMO (alpha / beta) (eV) = 5.65 / 5.42

Entry from the OMol25 dataset: a 2-piece molecular cluster, C5H16NO overall in a non-equilibrium geometry (ωB97M-V with the def2-TZVPD basis set).

Structure (XYZ):
```
23
Properties=species:S:1:pos:R:3:lowdin_charge:R:1
C 1.250 -0.892 0.514 -0.0340
C 0.633 0.477 0.309 -0.3254
C -0.612 0.401 -0.617 -0.1585
C -0.915 1.682 -1.378 -0.2174
C 0.342 2.053 -2.259 -0.0858
N 0.152 0.909 1.704 0.2138
H 2.167 -0.833 1.083 0.0927
H 1.361 -1.452 -0.411 0.1055
H 0.514 -1.532 1.027 0.0802
H 1.427 1.190 0.090 0.1409
H -0.444 -0.397 -1.336 0.1277
H -1.399 0.136 0.096 0.1170
H -1.712 1.702 -2.112 0.1102
H -1.072 2.542 -0.719 0.1003
H 0.334 3.118 -2.480 0.0769
H 1.301 1.721 -1.882 0.0559
H 0.194 1.569 -3.229 0.0792
H -0.587 0.280 2.005 0.1601
H -0.093 1.884 1.845 0.1732
H 0.946 0.720 2.321 0.1665
H -0.941 -3.821 2.121 0.0291
H -1.571 -4.143 0.792 0.0525
O -0.710 -3.939 1.199 -0.0608
```

Computed properties:
- HOMO (eV) = -14.6
- net charge = +1
- gap between HOMO and LUMO (eV) = 11.13